(1)
# C2H5FN2S

The molecule C2H5FN2S (ωB97M-V/def2-TZVPD, OMol25).

Geometry (Å):
N (-1.15223, 1.22516, 0.14961)
N (0.18337, 1.12577, -0.32711)
C (0.98095, 0.07496, -0.19552)
S (2.72734, -0.05103, -0.16354)
C (0.10149, -1.18994, 0.19576)
F (-1.17263, -1.18840, -0.54397)
H (-1.28626, 0.48457, 1.06088)
H (-1.63262, 0.87715, -0.83750)
H (0.49343, 1.97194, -0.57460)
H (0.71812, -1.98968, -0.12925)
H (0.03904, -1.34049, 1.36523)

As for the total energy: -18684.8293 eV. As for the LUMO energy: 0.29 eV. The value obtained for the molar mass is 108.14 g mol⁻¹. The HOMO energy comes out at -8.682 eV. The HOMO-LUMO gap comes out at 8.98 eV.

The computed natural (NBO) charges, all in e, follow: number 1, N, carries -0.64; number 2, N, carries -0.41; number 3, C, carries 0.12; number 4, S, carries -0.22; number 5, C, carries -0.06; number 6, F, carries -0.39; number 7, H, carries 0.38; number 8, H, carries 0.39; number 9, H, carries 0.39; number 10, H, carries 0.22; number 11, H, carries 0.21

(2)
# C2H5FO2S

A cluster of 2 separate species, C2H5FO2S in total (ωB97M-V/def2-TZVPD, OMol25).

Geometry (Å):
C (-1.85295, 0.52178, -0.25757)
C (-1.95017, -0.50795, 0.60409)
O (2.96753, -0.38332, 0.52327)
O (1.87024, 1.24725, -0.66901)
F (1.28147, -1.04689, -1.10289)
S (1.48937, 0.10879, 0.11283)
H (3.67461, 0.06192, 0.04640)
H (-0.82520, 0.65729, -0.82711)
H (-2.59117, 1.18662, -0.41363)
H (-1.22556, -1.22746, 0.85399)
H (-2.83817, -0.61804, 1.12963)

As for the total energy: -19800.8585 eV. As for the LUMO energy: 0.52 eV. The value obtained for the molar mass is 112.12 g mol⁻¹. The HOMO energy comes out at -10.347 eV. The HOMO-LUMO gap comes out at 10.87 eV.

The computed natural (NBO) charges, all in e, follow: number 1, C, carries -0.36; number 2, C, carries -0.38; number 3, O, carries -0.89; number 4, O, carries -0.91; number 5, F, carries -0.53; number 6, S, carries 1.82; number 7, H, carries 0.52; number 8, H, carries 0.17; number 9, H, carries 0.19; number 10, H, carries 0.19; number 11, H, carries 0.18

(3)
# C2H5FSi

A cluster of 2 separate species, C2H5FSi in total (ωB97M-V/def2-TZVPD, OMol25).

Geometry (Å):
C (1.90773, 0.72947, 0.32530)
C (1.20143, 0.04572, -0.56530)
F (-3.02818, 0.63327, -0.53351)
Si (-1.95691, -0.52951, 0.02964)
H (2.97098, 0.69786, 0.10431)
H (1.63584, 0.99684, 1.35174)
H (1.72943, -0.39493, -1.33241)
H (-2.28874, -1.81314, -0.78494)
H (-2.17158, -0.36559, 1.40517)

As for the total energy: -12746.2453 eV. As for the LUMO energy (spin up / spin down): -0.76 / -0.56 eV. The value obtained for the molar mass is 76.15 g mol⁻¹. The HOMO energy (spin up / spin down) comes out at -9.360 / -8.322 eV. The HOMO-LUMO gap (spin up / spin down) comes out at 8.60 / 7.77 eV.

The computed natural (NBO) charges, all in e, follow: number 1, C, carries -0.52; number 2, C, carries -0.19; number 3, F, carries -0.67; number 4, Si, carries 1.23; number 5, H, carries 0.20; number 6, H, carries 0.21; number 7, H, carries 0.15; number 8, H, carries -0.19; number 9, H, carries -0.22

(4)
# C2H5FSi

A cluster of 2 separate species, C2H5FSi in total (ωB97M-V/def2-TZVPD, OMol25).

Geometry (Å):
C (-1.26081, -0.33378, -0.49265)
C (-0.36412, -0.81848, 0.30084)
F (2.39740, -0.05640, -0.78860)
Si (1.42690, -0.06332, 0.44193)
H (-2.39693, -0.56932, -0.51146)
H (-1.12979, 0.51461, -1.19839)
H (-0.59364, -1.53964, 1.04530)
H (1.14648, 1.76030, 1.04213)
H (2.41142, -0.56482, 1.44710)

As for the spin multiplicity: 3. As for the total energy: -12744.6317 eV. As for the LUMO energy (spin up / spin down): 1.09 / -3.35 eV. The value obtained for the molar mass is 76.15 g mol⁻¹. The HOMO energy (spin up / spin down) comes out at -6.210 / -10.212 eV. The HOMO-LUMO gap (spin up / spin down) comes out at 7.30 / 6.86 eV.

The computed natural (NBO) charges, all in e, follow: number 1, C, carries -0.33; number 2, C, carries -0.52; number 3, F, carries -0.66; number 4, Si, carries 1.39; number 5, H, carries 0.17; number 6, H, carries 0.17; number 7, H, carries 0.20; number 8, H, carries -0.23; number 9, H, carries -0.21

(5)
# C2H5I2N2O

A cluster of 2 separate species, C2H5I2N2O in total (ωB97M-V/def2-TZVPD, OMol25).

Geometry (Å):
C (0.56414, 0.29119, 0.20351)
C (-1.79203, -0.30589, -0.30078)
N (1.69994, 0.87358, 0.37361)
N (-0.66889, 0.54113, 0.03967)
O (0.71546, -1.61923, 0.63545)
I (2.05944, 2.94687, -0.07158)
I (2.10660, -2.65307, -0.11604)
H (-1.64389, -1.39316, -0.25929)
H (-2.10698, -0.02957, -1.22245)
H (-2.57959, -0.48280, 0.44706)
H (2.52140, 0.32695, 0.58181)
H (-0.87558, 1.50400, -0.31097)

Its charge is +1. As for the total energy: -23372.4290 eV. As for the LUMO energy: -6.46 eV. The value obtained for the molar mass is 326.88 g mol⁻¹. The HOMO energy comes out at -12.932 eV. The HOMO-LUMO gap comes out at 6.47 eV.

The computed natural (NBO) charges, all in e, follow: number 1, C, carries 0.84; number 2, C, carries -0.44; number 3, N, carries -0.74; number 4, N, carries -0.56; number 5, O, carries -0.78; number 6, I, carries 0.46; number 7, I, carries 0.57; number 8, H, carries 0.27; number 9, H, carries 0.22; number 10, H, carries 0.26; number 11, H, carries 0.46; number 12, H, carries 0.44

(6)
# C2H5IN

The ion C2H5IN with charge +1 (ωB97M-V/def2-TZVPD, OMol25).

Geometry (Å):
I (3.03408, -0.01540, -0.00724)
C (1.05042, -0.08032, 0.39520)
C (-0.11432, -0.73337, -0.30261)
N (0.00274, 0.69112, -0.18684)
H (0.86742, -0.04770, 1.59111)
H (-0.32621, -1.07639, -1.32619)
H (-0.82177, -1.14372, 0.42312)
H (0.19749, 1.42600, -0.88891)
H (-0.62081, 1.19526, 0.42775)

Its charge is +1. As for the total energy: -11736.6948 eV. As for the LUMO energy: -3.78 eV. The value obtained for the molar mass is 169.97 g mol⁻¹. The HOMO energy comes out at -14.279 eV. The HOMO-LUMO gap comes out at 10.50 eV.

The computed natural (NBO) charges, all in e, follow: number 1, I, carries 0.35; number 2, C, carries -0.29; number 3, C, carries -0.23; number 4, N, carries -0.54; number 5, H, carries 0.28; number 6, H, carries 0.28; number 7, H, carries 0.25; number 8, H, carries 0.46; number 9, H, carries 0.44

(7)
# C2H5INP

The molecule C2H5INP (ωB97M-V/def2-TZVPD, OMol25).

Geometry (Å):
H (-1.69508, 1.88055, 0.22192)
N (-0.95511, 1.26739, 0.55619)
C (-0.20778, 0.89097, -0.39133)
C (0.95160, -0.02594, -0.12970)
P (0.59445, -1.80310, 0.32450)
I (-1.64096, -2.21574, -0.54554)
H (-0.35575, 1.20715, -1.42755)
H (1.62419, -0.05767, -0.98463)
H (1.49340, 0.37247, 0.72933)
H (0.19105, -1.51607, 1.64681)

As for the total energy: -21034.2501 eV. As for the LUMO energy: 0.12 eV. The value obtained for the molar mass is 200.95 g mol⁻¹. The HOMO energy comes out at -9.025 eV. The HOMO-LUMO gap comes out at 9.15 eV.

The computed natural (NBO) charges, all in e, follow: number 1, H, carries 0.34; number 2, N, carries -0.61; number 3, C, carries 0.13; number 4, C, carries -0.78; number 5, P, carries 0.41; number 6, I, carries -0.13; number 7, H, carries 0.16; number 8, H, carries 0.23; number 9, H, carries 0.26; number 10, H, carries -0.02

(8)
# C2H5IO

A structure of composition C2H5IO (ωB97M-V/def2-TZVPD, OMol25).

Geometry (Å):
C (0.78927, -0.48113, -0.21392)
C (-0.81535, 0.40842, 0.42460)
O (1.19943, 0.03801, -1.34285)
I (-1.04106, 0.41111, 2.52408)
H (0.46927, -1.53891, -0.12643)
H (1.44197, 0.00994, 0.55296)
H (-1.64937, -0.15653, 0.00689)
H (-0.77392, 1.41132, 0.13851)
H (0.37977, -0.10222, -1.96385)

As for the total energy: -12301.0848 eV. As for the LUMO energy: 0.40 eV. The value obtained for the molar mass is 171.97 g mol⁻¹. The HOMO energy comes out at -8.863 eV. The HOMO-LUMO gap comes out at 9.26 eV.

The computed natural (NBO) charges, all in e, follow: number 1, C, carries 0.00; number 2, C, carries -0.63; number 3, O, carries -0.67; number 4, I, carries 0.07; number 5, H, carries 0.17; number 6, H, carries 0.19; number 7, H, carries 0.20; number 8, H, carries 0.20; number 9, H, carries 0.47

(9)
# C2H5IO

A cluster of 2 separate species, C2H5IO in total (ωB97M-V/def2-TZVPD, OMol25).

Geometry (Å):
C (0.49248, -0.79663, 0.05368)
C (0.22918, 0.52448, -0.52067)
O (0.36107, 1.63951, 0.16204)
I (-3.00841, -0.19216, -0.00824)
H (-0.16111, -1.60184, -0.21991)
H (1.50858, -1.14261, -0.36424)
H (0.34427, -0.88953, 1.21891)
H (-0.07204, 0.79460, -1.44833)
H (0.30597, 1.66417, 1.12675)

As for the total energy: -12300.9054 eV. As for the LUMO energy (spin up / spin down): -1.78 / -1.87 eV. The value obtained for the molar mass is 171.97 g mol⁻¹. The HOMO energy (spin up / spin down) comes out at -7.777 / -7.768 eV. The HOMO-LUMO gap (spin up / spin down) comes out at 5.99 / 5.90 eV.

The computed natural (NBO) charges, all in e, follow: number 1, C, carries -0.77; number 2, C, carries 0.51; number 3, O, carries -0.59; number 4, I, carries -0.72; number 5, H, carries 0.31; number 6, H, carries 0.26; number 7, H, carries 0.27; number 8, H, carries 0.21; number 9, H, carries 0.53

(10)
# C2H5N2O

The ion C2H5N2O with charge +1 (ωB97M-V/def2-TZVPD, OMol25).

Geometry (Å):
N (-2.07656, -0.54958, 0.09528)
C (-1.21656, 0.24302, -0.04405)
N (-0.16643, 0.88653, -0.04153)
C (1.20809, 0.05368, 0.18919)
O (0.88067, -1.24127, -0.00741)
H (-3.02198, -0.60482, 0.48405)
H (-0.03917, 1.81976, -0.54166)
H (1.86143, 0.58734, -0.48443)
H (1.54925, 0.20267, 1.22230)
H (1.02126, -1.39733, -0.87175)

Its charge is +1. As for the total energy: -7173.7679 eV. As for the LUMO energy: -4.81 eV. The value obtained for the molar mass is 73.07 g mol⁻¹. The HOMO energy comes out at -16.428 eV. The HOMO-LUMO gap comes out at 11.62 eV.

The computed natural (NBO) charges, all in e, follow: number 1, N, carries -0.50; number 2, C, carries 0.76; number 3, N, carries -0.64; number 4, C, carries 0.14; number 5, O, carries -0.63; number 6, H, carries 0.49; number 7, H, carries 0.48; number 8, H, carries 0.20; number 9, H, carries 0.22; number 10, H, carries 0.49

(11)
# C2H5N2O

The ion C2H5N2O with charge +1 (ωB97M-V/def2-TZVPD, OMol25).

Geometry (Å):
C (0.27796, 0.22518, 0.80605)
C (0.12921, -0.04577, -1.69639)
N (0.50399, 0.17847, -0.36452)
N (-0.03726, -0.26748, 1.98401)
O (-0.24669, 1.43012, 0.40410)
H (-0.55524, -1.01227, -1.73940)
H (-0.65835, 0.65512, -1.93942)
H (1.01720, -0.01445, -2.34526)
H (-0.03467, -1.33477, 2.02159)
H (-0.39615, 0.18585, 2.86924)

Its charge is +1. As for the spin multiplicity: 3. As for the total energy: -7168.4795 eV. As for the LUMO energy (spin up / spin down): -4.23 / -7.90 eV. The value obtained for the molar mass is 73.07 g mol⁻¹. The HOMO energy (spin up / spin down) comes out at -14.050 / -16.675 eV. The HOMO-LUMO gap (spin up / spin down) comes out at 9.82 / 8.77 eV.

The computed natural (NBO) charges, all in e, follow: number 1, C, carries 0.69; number 2, C, carries -0.46; number 3, N, carries -0.07; number 4, N, carries -0.76; number 5, O, carries -0.14; number 6, H, carries 0.27; number 7, H, carries 0.25; number 8, H, carries 0.28; number 9, H, carries 0.45; number 10, H, carries 0.49

(12)
# C2H5N2O2

A cluster of 2 separate species, C2H5N2O2 in total (ωB97M-V/def2-TZVPD, OMol25).

Geometry (Å):
N (0.26525, -0.84994, -0.69734)
C (0.89433, -1.03694, 0.46828)
N (1.89375, -1.83915, 0.67127)
H (0.76275, -1.20549, -1.49535)
H (-0.39432, -0.05209, -0.77111)
H (0.35992, -0.58274, 1.30715)
H (2.21053, -1.67668, 1.62214)
O (-1.16327, 1.51192, -1.47292)
C (-1.49116, 1.81441, -0.30013)
O (-1.77683, 1.04205, 0.63954)
H (-1.56096, 2.87464, 0.02845)

Its charge is -1. As for the total energy: -9231.9802 eV. As for the LUMO energy: 4.37 eV. The value obtained for the molar mass is 89.07 g mol⁻¹. The HOMO energy comes out at -4.672 eV. The HOMO-LUMO gap comes out at 9.04 eV.

The computed natural (NBO) charges, all in e, follow: number 1, N, carries -0.82; number 2, C, carries 0.29; number 3, N, carries -0.83; number 4, H, carries 0.37; number 5, H, carries 0.45; number 6, H, carries 0.16; number 7, H, carries 0.32; number 8, O, carries -0.79; number 9, C, carries 0.62; number 10, O, carries -0.79; number 11, H, carries 0.01